# 1
Entry from OMol25: a cluster of 6 separate species, C25H46N2O18 in total (wB97M-V/def2-TZVPD).

- LUMO (eV) = 0.258
- calculated total energy (hartree) = -2444.00956
- strongest force on any atom (eV/A) = 1.47
- structure (SMILES) = COCCCC[C@@H]1C[C@H](OC#N)C(=O)N1.COC(=O)OC.COC(=O)OC.COC(=O)OC.COC(=O)OC.COC(=O)OC
- E_HOMO (eV) = -10.153
- frontier orbital gap (eV) = 10.411

Structure (XYZ):
```
91
C25H46N2O18, DFT wB97M-V/def2-TZVPD
C -2.109 -1.234 -4.120
O -1.409 -1.737 -3.004
C -0.053 -1.311 -3.040
C 0.650 -1.475 -1.680
C -0.240 -1.930 -0.526
C -1.037 -0.839 0.215
C -1.496 0.355 -0.609
C -0.489 1.514 -0.853
C -1.252 2.796 -0.564
O -0.654 3.664 0.457
C -0.254 3.026 1.509
N 0.093 2.452 2.441
C -2.675 2.361 -0.133
O -3.683 3.031 -0.100
N -2.532 1.052 0.188
H -3.142 -1.571 -4.087
H -2.096 -0.138 -4.149
H -1.648 -1.586 -5.050
H 0.463 -1.881 -3.818
H -0.015 -0.260 -3.348
H 1.410 -2.248 -1.810
H 1.208 -0.572 -1.436
H -0.918 -2.716 -0.841
H 0.419 -2.387 0.214
H -1.940 -1.312 0.609
H -0.500 -0.438 1.075
H -1.953 0.115 -1.566
H 0.476 1.436 -0.364
H -0.325 1.545 -1.931
H -1.393 3.466 -1.409
H -3.351 0.521 0.451
C -3.108 6.069 0.317
O -2.928 7.141 -0.620
C -3.359 8.325 -0.195
O -3.866 8.555 0.871
O -3.133 9.222 -1.159
C -3.551 10.548 -0.831
H -2.725 5.181 -0.155
H -2.554 6.270 1.233
H -4.162 5.926 0.539
H -3.016 10.915 0.042
H -4.624 10.579 -0.650
H -3.310 11.163 -1.693
C 3.462 -4.728 -4.657
O 3.862 -3.626 -3.837
C 5.164 -3.595 -3.556
O 5.984 -4.394 -3.926
O 5.396 -2.529 -2.793
C 6.762 -2.360 -2.403
H 2.390 -4.625 -4.800
H 3.964 -4.691 -5.622
H 3.673 -5.673 -4.161
H 7.397 -2.234 -3.277
H 7.100 -3.208 -1.813
H 6.794 -1.461 -1.796
C 1.607 3.542 4.857
O 1.712 4.627 5.794
C 0.998 4.468 6.901
O 0.304 3.522 7.172
O 1.181 5.542 7.674
C 0.462 5.503 8.908
H 2.232 3.806 4.010
H 1.972 2.620 5.306
H 0.585 3.418 4.529
H 0.778 4.653 9.510
H -0.610 5.452 8.727
H 0.701 6.427 9.427
C 6.474 -6.111 -0.882
O 6.229 -5.609 0.434
C 5.234 -6.218 1.076
O 4.559 -7.116 0.644
O 5.112 -5.660 2.280
C 4.073 -6.220 3.086
H 7.296 -5.533 -1.292
H 6.762 -7.160 -0.849
H 5.599 -5.981 -1.515
H 4.259 -7.276 3.272
H 3.104 -6.092 2.607
H 4.090 -5.675 4.025
C -3.317 -4.050 -1.014
O -4.490 -3.629 -0.312
C -5.494 -3.259 -1.106
O -5.475 -3.250 -2.310
O -6.519 -2.893 -0.338
C -7.674 -2.463 -1.063
H -2.583 -4.314 -0.257
H -3.525 -4.922 -1.631
H -2.925 -3.242 -1.631
H -8.055 -3.267 -1.690
H -7.443 -1.592 -1.673
H -8.418 -2.199 -0.317
```

Atom charges from the Mulliken analysis, given in e for atoms 1 to 8:
1. C -0.851
2. O -0.159
3. C -0.741
4. C -0.645
5. C -0.329
6. C -1.110
7. C 0.976
8. C -1.291

---

# 2
Entry from OMol25: an isolated molecule of H6OSi2 (wB97M-V/def2-TZVPD).

- LUMO (eV) = 0.770
- calculated total energy (hartree) = -657.82077
- strongest force on any atom (eV/A) = 6.09
- structure (SMILES) = [SiH3]O[SiH3]
- E_HOMO (eV) = -10.482
- ΔE to the lowest compared entry with this formula, charge and spin (kJ/mol) = 65.0
- frontier orbital gap (eV) = 11.252

Structure (XYZ):
```
9
H6OSi2, DFT wB97M-V/def2-TZVPD
Si -1.609 0.090 -0.392
O -0.009 0.413 0.349
Si 1.528 -0.061 0.355
H -1.511 1.119 -1.489
H -1.650 -1.216 -0.770
H -2.623 0.509 0.739
H 1.665 -0.267 -1.028
H 1.848 -1.178 1.098
H 2.334 1.073 0.745
```

Atom charges from the Mulliken analysis, given in e for atoms 1 to 8:
1. Si 0.442
2. O -0.161
3. Si 0.440
4. H -0.074
5. H -0.119
6. H -0.062
7. H -0.179
8. H -0.149

---

# 3
Entry from OMol25: a cluster of 11 separate species, C5H33NO10 in total (wB97M-V/def2-TZVPD).

- LUMO (eV) = 0.034
- calculated total energy (hartree) = -1017.34905
- strongest force on any atom (eV/A) = 4.00
- structure (SMILES) = CC(C)N(C)C.O.O.O.O.O.O.O.O.O.O
- E_HOMO (eV) = -8.712
- ΔE to the lowest compared entry with this formula, charge and spin (kJ/mol) = 246.9
- frontier orbital gap (eV) = 8.747

Structure (XYZ):
```
49
C5H33NO10, DFT wB97M-V/def2-TZVPD
C 0.016 -0.708 0.936
C -0.696 0.564 0.392
C -2.211 0.443 0.514
N -0.037 1.831 0.645
C 1.285 1.878 -0.011
C 0.131 2.326 1.964
H 0.009 -0.570 2.026
H 1.092 -0.634 0.582
H -0.455 -1.584 0.544
H -0.476 0.540 -0.713
H -2.577 -0.251 -0.242
H -2.643 0.235 1.503
H -2.649 1.479 0.525
H 1.337 1.558 -1.061
H 1.565 3.019 -0.005
H 2.080 1.403 0.584
H 1.026 2.019 2.471
H -0.780 2.332 2.592
H 0.223 3.498 1.866
O -1.558 3.801 -1.061
H -0.670 3.811 -0.674
H -1.726 2.849 -1.022
O 2.103 -2.629 2.408
H 1.481 -3.133 2.950
H 2.250 -1.672 2.626
O 0.265 0.037 -4.047
H 0.389 -0.260 -3.140
H -0.647 -0.107 -4.309
O 1.817 -0.097 3.660
H 1.931 0.637 4.283
H 1.081 0.397 3.253
O -1.253 -0.164 3.455
H -1.884 -0.883 3.452
H -1.594 0.608 3.007
O 1.531 -2.016 -2.455
H 2.192 -2.508 -2.938
H 1.464 -2.249 -1.516
O -2.063 -0.456 -2.249
H -2.293 -1.223 -2.800
H -2.681 0.164 -2.659
O -3.456 -2.945 -0.171
H -2.723 -2.766 0.471
H -3.163 -3.878 -0.194
O 1.392 2.467 -3.426
H 1.238 1.654 -3.935
H 0.632 3.016 -3.652
O 2.585 -3.193 -0.127
H 2.411 -3.022 0.820
H 3.133 -2.450 -0.410
```

Atom charges from the Mulliken analysis, given in e for atoms 1 to 8:
1. C -0.660
2. C 1.089
3. C -1.761
4. N 0.661
5. C -1.156
6. C -1.259
7. H -0.266
8. H 0.122

---

Please write out number 3 again, unchanged.
Entry from OMol25: a cluster of 11 separate species, C5H33NO10 in total (wB97M-V/def2-TZVPD).

- LUMO (eV) = 0.034
- calculated total energy (hartree) = -1017.34905
- strongest force on any atom (eV/A) = 4.00
- structure (SMILES) = CC(C)N(C)C.O.O.O.O.O.O.O.O.O.O
- E_HOMO (eV) = -8.712
- ΔE to the lowest compared entry with this formula, charge and spin (kJ/mol) = 246.9
- frontier orbital gap (eV) = 8.747

Structure (XYZ):
```
49
C5H33NO10, DFT wB97M-V/def2-TZVPD
C 0.016 -0.708 0.936
C -0.696 0.564 0.392
C -2.211 0.443 0.514
N -0.037 1.831 0.645
C 1.285 1.878 -0.011
C 0.131 2.326 1.964
H 0.009 -0.570 2.026
H 1.092 -0.634 0.582
H -0.455 -1.584 0.544
H -0.476 0.540 -0.713
H -2.577 -0.251 -0.242
H -2.643 0.235 1.503
H -2.649 1.479 0.525
H 1.337 1.558 -1.061
H 1.565 3.019 -0.005
H 2.080 1.403 0.584
H 1.026 2.019 2.471
H -0.780 2.332 2.592
H 0.223 3.498 1.866
O -1.558 3.801 -1.061
H -0.670 3.811 -0.674
H -1.726 2.849 -1.022
O 2.103 -2.629 2.408
H 1.481 -3.133 2.950
H 2.250 -1.672 2.626
O 0.265 0.037 -4.047
H 0.389 -0.260 -3.140
H -0.647 -0.107 -4.309
O 1.817 -0.097 3.660
H 1.931 0.637 4.283
H 1.081 0.397 3.253
O -1.253 -0.164 3.455
H -1.884 -0.883 3.452
H -1.594 0.608 3.007
O 1.531 -2.016 -2.455
H 2.192 -2.508 -2.938
H 1.464 -2.249 -1.516
O -2.063 -0.456 -2.249
H -2.293 -1.223 -2.800
H -2.681 0.164 -2.659
O -3.456 -2.945 -0.171
H -2.723 -2.766 0.471
H -3.163 -3.878 -0.194
O 1.392 2.467 -3.426
H 1.238 1.654 -3.935
H 0.632 3.016 -3.652
O 2.585 -3.193 -0.127
H 2.411 -3.022 0.820
H 3.133 -2.450 -0.410
```

Atom charges from the Mulliken analysis, given in e for atoms 1 to 8:
1. C -0.660
2. C 1.089
3. C -1.761
4. N 0.661
5. C -1.156
6. C -1.259
7. H -0.266
8. H 0.122